# 1
# C18H18Cl3N3O2S

A single C18H18Cl3N3O2S molecule in a non-equilibrium geometry (ωB97M-V/def2-TZVPD, the OMol25 dataset).

The geometry in XYZ format:
```
45
C18H18Cl3N3O2S (ωB97M-V/def2-TZVPD)
C 1.85 3.48 -2.68
C 0.41 3.36 -3.15
C -0.31 4.41 -3.73
C -1.72 4.22 -4.13
C -2.43 3.08 -3.67
C -1.79 2.11 -3.03
N -2.66 1.23 -2.58
C -2.39 0.66 -1.30
S -3.56 0.74 -0.06
N -1.22 -0.05 -1.13
C -0.77 -0.69 0.12
N -0.35 -2.08 -0.28
C -0.87 -3.04 0.55
O -0.39 -4.13 0.35
O -1.89 -2.77 1.49
C -1.98 -3.66 2.59
C -1.37 -3.06 3.82
C -0.89 -3.86 4.83
C -0.50 -3.28 6.08
C -0.61 -1.96 6.35
C -1.07 -1.12 5.35
C -1.60 -1.70 4.19
C 0.33 -0.03 0.91
Cl 0.87 -0.86 2.44
Cl -0.23 1.70 1.30
Cl 1.81 -0.07 -0.08
C -0.41 2.28 -2.75
H 2.35 2.51 -2.67
H 2.40 4.08 -3.44
H 1.89 3.94 -1.67
H 0.21 5.34 -3.86
H -2.30 4.99 -4.44
H -3.46 3.09 -3.99
H -3.58 1.48 -2.69
H -0.66 -0.30 -1.94
H -1.54 -0.75 0.87
H 0.61 -2.24 -0.50
H -1.70 -4.64 2.34
H -3.02 -3.72 2.72
H -0.67 -4.88 4.86
H -0.03 -3.93 6.85
H -0.23 -1.56 7.27
H -1.29 -0.07 5.60
H -2.18 -0.94 3.63
H 0.12 1.56 -2.14
```

For the highest occupied orbital energy, the calculation gives -8.2 eV. For the energy above the lowest of the compared OMol25 structures with the same formula, charge and spin, the calculation gives 9.3 kcal/mol. As for the frontier orbital gap: 8.431 eV. Its SMILES is Cc1cccc(NC(=S)N[C@@H](NC(=O)OCc2ccccc2)C(Cl)(Cl)Cl)c1. Its largest force on an atom is 7.27 eV Å⁻¹. The calculation puts the energy at -2790.150330 Eh. As for the molecular weight: 446.8 g/mol. Its lowest unoccupied orbital energy is 0.22 eV.

***

# 2
# C18H18ClIN6O4

A molecular structure, C18H18ClIN6O4 in a non-equilibrium geometry (ωB97M-V/def2-TZVPD, the OMol25 dataset).

The geometry in XYZ format:
```
48
C18H18ClIN6O4 (ωB97M-V/def2-TZVPD)
C -5.39 -4.06 -1.43
N -5.58 -3.19 -0.41
C -6.15 -1.88 -0.59
O -6.61 -1.54 -1.65
C -6.42 -1.40 0.62
C -6.75 0.18 0.61
O -7.40 0.70 1.85
H -7.04 1.77 1.62
C -5.31 0.81 0.29
O -5.11 2.08 0.76
H -4.30 2.61 0.59
H -5.05 0.73 -0.76
C -4.43 -0.36 1.19
N -3.16 -0.42 0.71
C -2.34 0.38 -0.01
N -2.53 1.69 0.16
C -1.39 2.12 -0.51
N -0.38 1.66 -0.97
C -0.11 0.49 -1.05
N 0.84 -0.15 -1.40
H 0.93 -1.19 -1.43
C 1.86 0.64 -1.90
C 3.01 0.93 -0.94
C 2.77 1.92 0.07
C 3.76 2.27 0.66
C 4.96 1.31 1.02
C 5.05 0.05 0.14
C 4.16 0.16 -0.90
H 4.19 -0.86 -1.44
I 6.77 -1.06 0.39
H 5.60 1.57 1.76
H 3.59 2.89 1.46
H 2.00 2.55 -0.19
H 1.56 1.36 -2.46
H 2.38 -0.09 -2.88
C -1.20 -0.14 -0.32
N -1.41 -1.67 -0.27
C -2.59 -1.71 0.78
H -3.06 -2.59 0.89
Cl -1.61 4.11 -0.61
O -5.14 -1.40 1.67
H -4.38 0.38 2.51
H -7.39 0.39 -0.31
H -7.28 -1.81 1.41
H -5.55 -3.39 0.45
H -4.20 -4.26 -1.63
H -5.75 -3.70 -2.37
H -5.78 -5.17 -1.33
```

For the highest occupied orbital energy, the calculation gives -8.5 eV. For the energy above the lowest of the compared OMol25 structures with the same formula, charge and spin, the calculation gives 424.4 kcal/mol. As for the frontier orbital gap: 8.234 eV. Its largest force on an atom is 16.38 eV Å⁻¹. The calculation puts the energy at -2083.495026 Eh. As for the molecular weight: 544.7 g/mol. Its lowest unoccupied orbital energy is -0.28 eV.

***

# 3
# C18H18ClNOS

A single C18H18ClNOS molecule in a non-equilibrium geometry (ωB97M-V/def2-TZVPD, the OMol25 dataset).

The geometry in XYZ format:
```
40
C18H18ClNOS (ωB97M-V/def2-TZVPD)
O -1.17 -3.18 0.02
C -0.81 -2.08 -0.50
C -1.85 -0.93 -0.53
C -3.16 -1.31 -0.03
C -4.21 0.01 0.01
C -5.53 -0.57 0.74
C -6.48 0.32 0.78
C -6.37 1.75 0.16
C -5.21 2.01 -0.50
C -4.09 1.19 -0.44
N 0.41 -1.66 -1.05
C 1.39 -2.84 -1.12
C 2.52 -2.10 -0.26
S 2.12 -1.44 1.28
C 3.79 -0.66 1.77
C 3.87 0.79 0.93
C 2.96 1.77 0.96
C 3.20 2.62 0.15
C 4.17 2.94 -0.68
C 5.01 1.78 -1.02
C 4.83 0.64 0.05
Cl 6.05 -0.80 -0.29
H -1.72 0.11 -0.84
H -3.41 -2.06 0.39
H -5.56 -1.51 1.28
H -7.41 0.05 0.99
H -7.16 2.54 0.32
H -5.11 2.97 -0.76
H -3.22 1.34 -0.94
H 0.49 -0.84 -1.34
H 0.96 -3.48 -0.22
H 1.64 -2.82 -2.22
H 2.81 -1.26 -0.71
H 3.38 -2.71 -0.37
H 3.53 -0.24 2.98
H 4.55 -1.22 1.71
H 2.25 1.61 1.73
H 2.47 3.67 0.52
H 4.35 3.83 -1.41
H 5.75 1.77 -1.57
```

For the highest occupied orbital energy, the calculation gives -8.5 eV. For the energy above the lowest of the compared OMol25 structures with the same formula, charge and spin, the calculation gives 332.8 kcal/mol. As for the frontier orbital gap: 8.758 eV. Its SMILES is O=C(/C=C/c1ccccc1)NCCSCc1ccccc1Cl. Its largest force on an atom is 18.77 eV Å⁻¹. The calculation puts the energy at -1684.570703 Eh. As for the molecular weight: 331.9 g/mol. Its lowest unoccupied orbital energy is 0.21 eV.

***

# 4
# C18H18F

2 unconnected molecules or ions with the total composition C18H18F in a non-equilibrium geometry (ωB97M-V/def2-TZVPD, the OMol25 dataset).

The geometry in XYZ format:
```
37
C18H18F (ωB97M-V/def2-TZVPD)
C -0.99 -2.62 1.68
C 0.22 -1.72 1.60
C -0.03 -0.34 1.51
C 1.47 -2.40 1.59
C 2.71 -1.82 1.55
H -0.63 -3.67 1.80
H -1.57 -2.33 2.58
H -1.69 -2.58 0.80
H 0.79 0.34 1.30
H -0.94 -0.02 2.10
H 1.40 -3.49 1.63
H 3.56 -2.50 1.56
H 2.85 -0.75 1.63
F -0.71 5.69 1.54
C -0.83 4.47 0.92
C -1.99 3.71 1.11
C -2.02 2.43 0.60
C -0.93 1.88 -0.10
C -0.95 0.43 -0.26
C -0.26 -0.31 -1.31
C -0.94 -1.44 -1.87
C -0.28 -2.31 -2.72
C 1.04 -2.04 -3.12
C 1.71 -0.90 -2.62
C 1.07 -0.08 -1.69
C 0.15 2.74 -0.42
C 0.25 3.99 0.16
H -2.83 4.15 1.66
H -2.93 1.84 0.72
H -1.86 -0.06 0.08
H -1.99 -1.58 -1.65
H -0.81 -3.20 -3.12
H 1.52 -2.69 -3.86
H 2.72 -0.68 -2.98
H 1.65 0.75 -1.27
H 0.89 2.46 -1.17
H 1.15 4.63 0.02
```

For the highest occupied orbital energy, the calculation gives -12.0 eV. As for the net charge: +1. For the energy above the lowest of the compared OMol25 structures with the same formula, charge and spin, the calculation gives 19.0 kcal/mol. As for the frontier orbital gap: 6.410 eV. Its largest force on an atom is 2.07 eV Å⁻¹. The calculation puts the energy at -796.209116 Eh. As for the molecular weight: 253.3 g/mol. Its lowest unoccupied orbital energy is -5.64 eV.

***

# 5
# C18H18F5NO5SSeSiTi

A molecular structure, C18H18F5NO5SSeSiTi (ωB97M-V/def2-TZVPD, the OMol25 dataset).

The geometry in XYZ format:
```
51
C18H18F5NO5SSeSiTi (ωB97M-V/def2-TZVPD)
Ti -0.16 0.02 0.11
O -1.25 -3.53 1.85
C -1.16 -2.37 1.45
O -0.35 -1.96 0.52
C -1.97 -1.24 1.97
C -2.91 -1.31 2.97
C -3.53 -0.15 3.44
C -3.09 1.06 2.90
C -2.14 1.08 1.90
N -1.61 -0.07 1.38
C -1.46 2.28 1.37
O -1.75 3.43 1.67
O -0.46 1.94 0.59
H -3.13 -2.29 3.38
H -4.28 -0.18 4.22
H -3.45 2.02 3.25
F 5.35 0.73 4.39
C 4.67 0.48 3.25
C 3.29 0.37 3.27
F 2.63 0.49 4.43
C 2.61 0.12 2.09
F 1.27 -0.01 2.18
C 3.23 -0.03 0.85
S 2.37 -0.33 -0.62
C 4.63 0.09 0.88
F 5.34 -0.03 -0.25
C 5.33 0.34 2.05
F 6.67 0.45 2.02
C 1.53 4.12 -1.03
C 0.75 3.64 -2.24
O 1.03 2.27 -2.44
H 1.13 3.66 -0.13
H 1.48 5.21 -0.94
H 2.58 3.83 -1.13
H 1.05 4.22 -3.13
H -0.32 3.80 -2.08
H 0.21 1.80 -2.68
C -0.01 -2.82 -2.74
Si -1.68 -1.94 -2.79
C -2.91 -2.93 -1.76
C -2.28 -2.01 -4.59
Se -1.58 0.20 -2.15
H -0.10 -3.86 -3.08
H 0.37 -2.83 -1.72
H 0.71 -2.31 -3.37
H -3.22 -3.84 -2.28
H -3.80 -2.33 -1.56
H -2.47 -3.22 -0.80
H -2.38 -3.05 -4.93
H -1.56 -1.51 -5.25
H -3.24 -1.52 -4.70
```

For the highest occupied orbital energy (alpha / beta), the calculation gives 0.0 / 0.0 eV. As for the net charge: -2. For the energy above the lowest of the compared OMol25 structures with the same formula, charge and spin, the calculation gives 16.8 kcal/mol. As for the frontier orbital gap (alpha / beta): 4.569 / 4.554 eV. Its largest force on an atom is 0.78 eV Å⁻¹. The calculation puts the energy at -5565.837321 Eh. As for the molecular weight: 610.3 g/mol. Its lowest unoccupied orbital energy (alpha / beta) is 4.57 / 4.57 eV.